22
Properties=species:S:1:pos:R:3:mulliken_charge:R:1 method="wB97M-V/def2-TZVPD" largest_force_ev_per_a=6.09 lumo_energy_ev=0.1
C -3.76 -0.74 -0.01 0.27
C -2.78 -1.25 -0.42 -0.77
C 0.29 -2.35 0.52 0.24
C 2.39 -0.80 -0.01 -0.87
C 1.87 -0.50 1.38 -0.61
C -0.81 1.06 0.05 -0.29
C -0.17 1.08 -1.26 -0.72
C -1.58 -1.95 -0.79 -0.36
C 0.89 -1.00 0.31 1.04
C -0.14 -0.20 -0.40 0.13
O 1.00 -3.14 1.02 -0.57
O -0.92 -2.70 0.13 -0.32
H -4.64 -0.31 0.10 0.58
H 2.51 0.10 -0.63 0.20
H 3.08 -1.53 -0.40 0.28
H 1.79 -1.21 2.23 0.29
H 1.59 0.50 1.59 0.21
H -0.32 1.64 0.88 0.20
H -1.94 0.96 0.04 -0.03
H -0.68 1.06 -2.12 0.27
H 0.72 1.70 -1.36 0.29
H -1.20 -2.07 -1.72 0.55

---

32
Properties=species:S:1:pos:R:3:mulliken_charge:R:1 method="wB97M-V/def2-TZVPD" charge=+1 largest_force_ev_per_a=2.95 lumo_energy_ev=-4.6
Hf 0.04 -0.07 0.86 0.35
Cl 5.76 -3.99 -0.16 -0.14
C 4.21 -3.28 -0.23 0.55
C 4.08 -1.89 -0.25 -0.40
Cl 5.46 -0.88 -0.25 -0.16
C 2.80 -1.34 -0.26 1.04
Cl 2.58 0.38 -0.22 -0.29
C 1.64 -2.11 -0.29 -0.44
O 0.43 -1.54 -0.30 -0.39
C 1.80 -3.51 -0.28 0.45
Cl 0.38 -4.46 -0.32 -0.14
C 3.06 -4.08 -0.25 -0.14
Cl 3.22 -5.78 -0.24 -0.13
C 1.42 3.94 -0.38 -1.08
As 0.39 2.69 0.72 0.52
C 1.64 2.61 2.25 -1.06
C -0.89 4.00 1.40 -1.06
H 1.68 4.80 0.23 0.39
H 0.82 4.27 -1.22 0.35
H 2.33 3.48 -0.76 0.38
H 1.65 3.57 2.76 0.39
H 2.65 2.41 1.89 0.45
H 1.35 1.84 2.97 0.37
H -0.36 4.76 1.96 0.43
H -1.64 3.54 2.04 0.30
H -1.38 4.48 0.55 0.37
Cl -2.28 -0.49 -0.94 -0.04
C -3.13 1.08 -1.06 -0.21
Cl -2.10 2.28 -1.84 -0.11
H -3.38 1.40 -0.05 0.22
H -4.01 0.94 -1.67 0.35
Te -1.80 0.41 2.63 -0.12

---

22
Properties=species:S:1:pos:R:3:mulliken_charge:R:1 method="wB97M-V/def2-TZVPD" smiles="C=C(c1ccccc1)[C@H](C)Br" largest_force_ev_per_a=6.63 lumo_energy_ev=0.9
C -2.21 1.71 1.10 -0.38
C -2.44 0.42 0.69 -0.44
C -0.87 2.10 1.32 -0.54
C -1.45 -0.46 0.53 -0.06
C 0.15 1.18 1.19 -0.40
C -0.13 -0.12 0.77 0.68
C 1.70 -1.53 1.41 -1.14
C 0.92 -1.09 0.47 -0.20
C 0.87 -0.54 -2.29 -1.35
C 1.10 -1.67 -1.28 -0.24
Br -0.20 -3.06 -1.41 -0.15
H -3.09 2.46 1.24 0.26
H -3.47 0.07 0.47 0.32
H -0.64 3.03 1.72 0.44
H -1.76 -1.51 0.33 0.22
H 1.13 1.56 1.27 0.44
H 2.33 -2.36 1.25 0.35
H 1.61 -1.14 2.36 0.38
H -0.15 -0.43 -2.58 0.34
H 1.35 0.31 -1.90 0.36
H 1.44 -0.79 -3.14 0.44
H 2.06 -1.93 -1.39 0.63

---

39
Properties=species:S:1:pos:R:3:mulliken_charge:R:1 method="wB97M-V/def2-TZVPD" smiles=ClC(Cl)(Cl)Cl.ClC(Cl)(Cl)Cl.ClC(Cl)(Cl)Cl.ClC(Cl)(Cl)Cl.c1cc[nH]c1.CCO largest_force_ev_per_a=2.81 lumo_energy_ev=-0.1
N 1.13 -2.18 1.43 -0.01
C 0.04 -3.04 1.45 -0.56
C 0.47 -4.31 1.21 -0.33
C 1.84 -4.27 1.05 -0.33
C 2.26 -2.94 1.12 -0.44
H 1.13 -1.17 1.50 0.21
H -0.97 -2.66 1.52 0.36
H -0.07 -5.24 1.21 0.38
H 2.49 -5.10 0.82 0.37
H 3.22 -2.45 1.05 0.36
C -9.21 -0.36 1.27 0.35
Cl -10.55 -1.11 2.08 -0.07
Cl -9.63 1.27 0.73 -0.08
Cl -7.73 -0.34 2.32 -0.08
Cl -8.97 -1.35 -0.31 -0.12
C -2.50 3.45 -2.01 0.36
Cl -2.45 3.48 -0.22 -0.09
Cl -3.62 2.20 -2.62 -0.08
Cl -3.04 5.07 -2.58 -0.10
Cl -0.85 3.24 -2.65 -0.09
C 7.43 2.49 -5.19 0.38
Cl 6.94 1.56 -6.61 -0.09
Cl 9.07 3.10 -5.35 -0.10
Cl 6.39 3.89 -4.99 -0.10
Cl 7.32 1.54 -3.71 -0.09
C -5.61 -9.19 -0.34 0.37
Cl -5.66 -7.58 0.42 -0.09
Cl -5.39 -8.92 -2.14 -0.11
Cl -4.34 -10.14 0.28 -0.07
Cl -7.15 -10.02 0.02 -0.10
C 4.23 6.55 2.29 -1.00
C 4.46 5.17 1.64 -0.16
O 3.56 4.19 2.30 -0.51
H 3.25 6.95 2.03 0.28
H 4.99 7.31 2.09 0.30
H 4.08 6.46 3.37 0.31
H 5.49 4.81 1.72 0.24
H 4.28 5.29 0.58 0.25
H 3.68 4.33 3.24 0.29